Record 1
Formula: C31H48Br2NO12
Source: the OMol25 dataset
Level of theory: ωB97M-V/def2-TZVPD

Cartesian coordinates (Å):
C (-1.51143, -4.91869, 0.00773)
C (-1.88368, -3.83841, -1.11389)
Br (-2.61458, -4.54073, -2.80577)
C (-1.73673, -2.44368, -0.93554)
Br (-0.97585, -1.89520, 0.82964)
N (-2.13733, -1.43612, -1.96309)
C (-1.97321, -0.08249, -1.27193)
C (-2.42024, 0.89641, -2.48812)
C (-2.00175, 0.09145, -3.82356)
C (-1.34482, -1.27206, -3.21361)
H (-2.15021, -5.83585, -0.24083)
H (-1.86691, -4.58551, 1.04623)
H (-0.41319, -5.18067, 0.03529)
H (-3.14404, -1.50387, -2.18571)
H (-2.69539, 0.15112, -0.43559)
H (-0.89678, 0.27274, -1.12041)
H (-1.82486, 1.85738, -2.56825)
H (-3.53938, 1.14092, -2.49267)
H (-1.20134, 0.53716, -4.50540)
H (-2.98527, -0.00905, -4.38637)
H (-1.62834, -2.02162, -4.02845)
H (-0.22537, -1.12980, -3.15974)
O (-4.41962, 2.67542, -4.95787)
C (-4.16596, 2.47694, -6.11821)
O (-3.06505, 1.80428, -6.54586)
C (-3.01020, 1.84234, -7.97939)
C (-4.43056, 2.10845, -8.42368)
C (-4.97117, 2.96170, -7.29356)
H (-2.32369, 2.63850, -8.28072)
H (-2.63487, 0.89063, -8.35793)
H (-4.49298, 2.58490, -9.40267)
H (-4.98688, 1.16743, -8.47101)
H (-4.76760, 4.02335, -7.45079)
H (-6.03567, 2.79352, -7.13557)
O (1.54647, 0.85213, 6.72651)
C (1.17119, 0.47625, 5.64908)
O (0.23778, 1.12632, 4.90163)
C (-0.05620, 0.35540, 3.73154)
C (1.14624, -0.53623, 3.53202)
C (1.61350, -0.78231, 4.95096)
H (-0.97267, -0.21639, 3.91080)
H (-0.21529, 1.02203, 2.88206)
H (0.91708, -1.45203, 2.98081)
H (1.92052, 0.00458, 2.98040)
H (1.10772, -1.63815, 5.40457)
H (2.69494, -0.90211, 5.00454)
O (4.19015, -0.02559, 1.99045)
C (3.81838, -0.40165, 0.91122)
O (2.88609, 0.24769, 0.16127)
C (2.59741, -0.52474, -1.00966)
C (3.80200, -1.41621, -1.20801)
C (4.26381, -1.65909, 0.21391)
H (1.68085, -1.09731, -0.83166)
H (2.43876, 0.14149, -1.85986)
H (3.57612, -2.32991, -1.75796)
H (4.57652, -0.87534, -1.75848)
H (3.75727, -2.51522, 0.66633)
H (5.34427, -1.77733, 0.27132)
O (5.45450, -2.95306, -3.88024)
C (6.25226, -3.36809, -3.08185)
O (6.10772, -3.24652, -1.73425)
C (7.28383, -3.74734, -1.08241)
C (7.92493, -4.68219, -2.08278)
C (7.55666, -4.04453, -3.40765)
H (7.92977, -2.90123, -0.83045)
H (7.00244, -4.26280, -0.16295)
H (8.99916, -4.79920, -1.93508)
H (7.46538, -5.67265, -2.01220)
H (8.28353, -3.28801, -3.71195)
H (7.42652, -4.78994, -4.19105)
O (-1.99693, 3.01553, 0.29229)
C (-2.50475, 4.00897, -0.16308)
O (-1.89436, 4.82727, -1.05721)
C (-2.72738, 5.96833, -1.30595)
C (-4.12368, 5.53011, -0.92833)
C (-3.86304, 4.54910, 0.19678)
H (-2.37157, 6.79991, -0.69133)
H (-2.65752, 6.25138, -2.35693)
H (-4.77378, 6.35932, -0.64671)
H (-4.58915, 5.00807, -1.77003)
H (-3.80211, 5.04770, 1.16683)
H (-4.60792, 3.75444, 0.21893)
O (-3.08525, -0.10559, 11.10546)
C (-2.16763, 0.25280, 10.41705)
O (-2.28459, 0.56453, 9.09830)
C (-0.98591, 0.84424, 8.55774)
C (-0.13196, 1.21869, 9.74655)
C (-0.73263, 0.37906, 10.85621)
H (-0.61969, -0.05192, 8.04897)
H (-1.05699, 1.65677, 7.83384)
H (0.93151, 1.03895, 9.58557)
H (-0.26295, 2.28015, 9.97770)
H (-0.28548, -0.61662, 10.90148)
H (-0.66092, 0.87722, 11.82222)

Highest occupied orbital energy   -10.8636 eV
Total charge   +1
Orbital gap   0.2850 Ha
LUMO energy   -3.11 eV
Energy relative to the best compared isomer or geometry (same formula, charge and spin)   2.624 eV
2S+1   1

***

Record 2
Formula: C31H48BrN3O2ReSSi
Source: the OMol25 dataset
Level of theory: ωB97M-V/def2-TZVPD

Cartesian coordinates (Å):
Re (0.28887, 0.64134, 1.63691)
N (1.08635, 2.20946, 5.59298)
C (0.69269, 1.98397, 4.32955)
S (0.93252, 0.28328, 3.83447)
N (0.13430, 2.92210, 3.64695)
N (-0.24345, 2.48766, 2.38374)
C (-1.10013, 3.31022, 1.84143)
C (-1.87613, 3.10300, 0.59662)
C (-2.91813, 4.03594, 0.33270)
C (-3.53824, 3.93105, -0.86875)
C (-3.33132, 2.89920, -1.73970)
C (-2.36204, 1.94475, -1.44523)
C (-1.60961, 2.02046, -0.27344)
O (-0.62718, 1.20362, -0.06845)
H (1.59235, 1.46967, 6.05288)
H (1.18268, 3.14895, 5.89318)
H (-1.40109, 4.10946, 2.51603)
H (-3.24403, 4.88842, 0.97678)
H (-4.25792, 4.79514, -1.09492)
H (-3.92409, 2.90593, -2.66653)
H (-2.27869, 1.14017, -2.21077)
C (-4.62116, -4.60313, -1.90952)
C (-4.82637, -3.33915, -1.02426)
C (-5.87937, -3.62655, 0.03489)
C (-5.23455, -2.06348, -1.92027)
C (-3.49611, -2.87128, -0.36751)
C (-3.45662, -1.99310, 0.68228)
C (-2.20211, -1.50993, 1.15077)
Br (-2.44134, -0.09718, 2.43780)
C (-0.97450, -1.81901, 0.57685)
O (0.20302, -1.23701, 1.02541)
C (-1.02401, -2.62663, -0.55250)
C (-2.26424, -3.05945, -1.04469)
C (0.22457, -2.81380, -1.46935)
C (0.00677, -3.71088, -2.69776)
C (1.40026, -3.40256, -0.72335)
C (0.64864, -1.47293, -1.98197)
H (-5.54890, -4.67362, -2.44196)
H (-4.44323, -5.47657, -1.27926)
H (-3.85069, -4.38157, -2.67801)
H (-6.86842, -3.95466, -0.27591)
H (-6.11226, -2.73260, 0.60922)
H (-5.49191, -4.36785, 0.81037)
H (-6.24582, -2.24941, -2.30346)
H (-4.46378, -1.96205, -2.66552)
H (-5.19413, -1.14146, -1.33159)
H (-4.36450, -1.78895, 1.24368)
H (-2.24366, -3.62737, -1.94618)
H (-0.24712, -4.74328, -2.38793)
H (0.87276, -3.80244, -3.36102)
H (-0.86371, -3.42794, -3.29920)
H (1.42398, -4.52846, -1.08630)
H (1.31019, -3.35929, 0.37743)
H (2.36455, -3.03571, -1.12847)
H (-0.22293, -0.81297, -2.27202)
H (1.30744, -1.57115, -2.81979)
H (1.17282, -0.93079, -1.19722)
C (3.25559, 2.57156, 2.43445)
Si (2.61498, 1.52218, 0.97302)
C (2.76083, 2.72585, -0.51067)
C (1.96940, 3.99196, -0.22019)
C (2.11411, 2.28725, -1.87910)
C (4.25749, 3.11026, -0.78329)
C (3.89463, 0.01804, 0.79395)
C (3.43638, -1.18673, 1.57988)
C (5.32279, 0.43819, 1.33322)
C (3.99978, -0.46695, -0.64686)
H (4.29146, 2.84438, 2.15604)
H (3.34393, 2.03730, 3.35330)
H (2.75104, 3.49964, 2.52827)
H (0.93610, 3.65953, -0.20344)
H (1.99293, 4.68698, -1.08282)
H (2.28232, 4.51741, 0.66840)
H (1.09641, 2.14721, -1.80170)
H (2.68016, 1.50290, -2.23198)
H (2.27790, 3.14583, -2.54904)
H (4.77312, 3.42216, 0.19219)
H (4.33237, 3.83538, -1.51014)
H (4.73427, 2.18316, -1.20111)
H (3.25404, -0.92137, 2.63307)
H (4.14738, -2.00687, 1.59007)
H (2.51993, -1.68793, 1.17004)
H (5.27455, 0.67283, 2.39480)
H (5.81359, 1.19405, 0.71781)
H (6.00732, -0.43629, 1.10717)
H (3.09304, -0.84770, -1.09085)
H (4.75754, -1.34309, -0.64464)
H (4.46332, 0.26331, -1.32001)

Highest occupied orbital energy (spin up / spin down)   -7.6762 / -8.0900 eV
Orbital gap (spin up / spin down)   0.2770 / 0.2638 Ha
LUMO energy (spin up / spin down)   -0.14 / -0.91 eV
2S+1   4

***

Record 3
Formula: C31H49BMnN6S3Se2
Source: the OMol25 dataset
Level of theory: ωB97M-V/def2-TZVPD

Cartesian coordinates (Å):
Mn (0.43140, -0.00683, 0.33168)
C (-1.67475, 2.58967, 4.37829)
C (-2.45208, 1.78657, 3.39417)
C (-3.80669, 1.63269, 3.45395)
C (-4.51537, 0.90436, 2.45643)
N (-3.87140, 0.29442, 1.50150)
N (-2.52490, 0.40295, 1.46701)
B (-2.10326, -0.34470, 0.22939)
N (-2.30215, 0.35294, -1.09895)
N (-3.50970, -0.10960, -1.50481)
C (-4.04222, 0.39663, -2.58197)
C (-3.36736, 1.43126, -3.29248)
C (-2.12778, 1.85778, -2.92100)
C (-1.36231, 2.90047, -3.66096)
C (-1.55804, 1.23402, -1.76645)
S (0.06022, 1.60722, -1.29921)
C (-5.38602, -0.13832, -3.02784)
C (-5.28770, -0.56613, -4.49955)
C (-6.41355, 0.99425, -2.87626)
C (-5.80304, -1.33960, -2.18013)
N (-2.10730, -1.82883, 0.24636)
N (-3.04048, -2.38860, 1.04055)
C (-3.27314, -3.66400, 0.89567)
C (-2.56239, -4.42721, -0.08108)
C (-1.57376, -3.87700, -0.84647)
C (-0.77493, -4.63233, -1.85207)
C (-1.30671, -2.50401, -0.60055)
S (0.00892, -1.63462, -1.29379)
C (-4.36602, -4.27892, 1.75194)
C (-4.08045, -5.75821, 2.03896)
C (-5.66565, -4.15578, 0.93493)
C (-4.49845, -3.52150, 3.07266)
C (-1.79431, 1.14974, 2.29640)
S (-0.11420, 1.44720, 2.03108)
C (-6.02895, 0.82840, 2.46847)
C (-6.58902, 2.25895, 2.42651)
C (-6.46773, 0.13400, 3.76674)
C (-6.53800, 0.04775, 1.25813)
H (-2.33449, 2.99115, 5.14381)
H (-0.91047, 1.97855, 4.86186)
H (-1.17266, 3.42440, 3.88430)
H (-4.36678, 2.09035, 4.25888)
H (-3.85115, 1.86599, -4.15776)
H (-1.93315, 3.26143, -4.51277)
H (-1.13467, 3.74736, -3.01026)
H (-0.41511, 2.49666, -4.02505)
H (-5.04230, 0.26249, -5.16541)
H (-4.54699, -1.35570, -4.64063)
H (-6.25390, -0.95495, -4.82090)
H (-6.17292, 1.85150, -3.50783)
H (-7.39606, 0.63201, -3.17876)
H (-6.48318, 1.33471, -1.84140)
H (-5.08921, -2.16150, -2.28072)
H (-5.88581, -1.08896, -1.12150)
H (-6.77279, -1.69856, -2.52440)
H (-2.79429, -5.47907, -0.18480)
H (-1.06151, -5.68094, -1.86747)
H (-0.93108, -4.21539, -2.84950)
H (0.29283, -4.56253, -1.63470)
H (-4.13948, -6.38165, 1.14599)
H (-3.10595, -5.90285, 2.51146)
H (-4.83446, -6.13720, 2.72808)
H (-5.62503, -4.74573, 0.01645)
H (-6.50123, -4.52684, 1.52889)
H (-5.86688, -3.11631, 0.66440)
H (-3.61348, -3.64691, 3.69952)
H (-4.66331, -2.45737, 2.90684)
H (-5.35361, -3.91591, 3.62178)
H (-6.30232, 2.84629, 3.30029)
H (-6.26463, 2.79019, 1.52926)
H (-7.67794, 2.21728, 2.41334)
H (-6.17069, 0.69027, 4.65740)
H (-7.55529, 0.05965, 3.78328)
H (-6.06130, -0.87622, 3.83695)
H (-6.22945, 0.51873, 0.32266)
H (-6.16999, -0.98048, 1.26706)
H (-7.62728, 0.02078, 1.27924)
C (1.39664, -3.36399, 1.51008)
Se (0.80831, -1.65922, 2.24397)
C (2.56576, -0.95875, 2.78332)
C (3.56243, -0.81872, 1.65452)
Se (2.98269, 0.49716, 0.30978)
C (3.63690, -0.36660, -1.31712)
H (1.94622, -3.87466, 2.29850)
H (2.00852, -3.22322, 0.62469)
H (0.50661, -3.94105, 1.26891)
H (2.92894, -1.66328, 3.53261)
H (2.36471, -0.01538, 3.28843)
H (3.74837, -1.76085, 1.14289)
H (4.51058, -0.45821, 2.05169)
H (4.72144, -0.37170, -1.26144)
H (3.31194, 0.25365, -2.14853)
H (3.23578, -1.37208, -1.39593)

Highest occupied orbital energy (spin up / spin down)   -16.8295 / -16.8784 eV
Total charge   +3
Orbital gap (spin up / spin down)   0.2322 / 0.2302 Ha
LUMO energy (spin up / spin down)   -10.51 / -10.61 eV
2S+1   5